1.
C38H104N9O10Pd | ωB97M-V/def2-TZVPD

```
162
Properties=species:S:1:pos:R:3:mulliken_spin:R:1
Pd -1.737 2.184 2.591 0.870
C -1.145 -1.068 -0.502 -0.004
C -0.454 0.223 -0.148 -0.021
O -0.920 0.962 0.881 -0.023
H -0.858 -1.905 0.136 0.003
H -0.955 -1.308 -1.549 0.008
H -2.228 -0.946 -0.377 -0.003
H -0.552 0.866 -1.070 0.000
H 0.653 0.122 -0.219 0.000
C -4.720 -2.509 -1.901 0.284
C -3.511 -2.302 -2.813 0.030
C -3.772 -2.351 -4.318 0.076
O -3.958 -3.623 -4.895 0.006
C -5.247 -4.158 -4.786 -0.002
N -2.892 -0.955 -2.553 0.032
H -4.414 -2.445 -0.856 0.119
H -5.195 -3.464 -2.118 0.014
H -5.469 -1.745 -2.130 0.003
H -2.714 -3.021 -2.602 0.006
H -2.806 -2.052 -4.731 0.013
H -4.545 -1.645 -4.653 -0.011
H -5.333 -5.001 -5.469 0.000
H -6.025 -3.430 -5.045 0.000
H -5.439 -4.548 -3.781 0.002
H -2.821 -0.869 -1.543 0.015
H -3.586 -0.260 -2.831 -0.003
C -0.101 -1.871 -4.645 0.001
C 1.258 -1.207 -4.625 0.001
C 1.186 0.244 -5.127 0.000
O 2.460 0.780 -4.904 0.000
C 2.779 1.998 -5.506 0.000
N 1.798 -1.288 -3.249 0.000
H -0.066 -2.853 -4.176 0.000
H -0.432 -1.969 -5.680 -0.001
H -0.792 -1.257 -4.061 0.002
H 2.010 -1.691 -5.254 0.000
H 0.496 0.818 -4.490 0.000
H 0.874 0.247 -6.178 0.000
H 3.731 2.335 -5.110 0.000
H 2.031 2.755 -5.212 0.000
H 2.792 1.971 -6.599 0.000
H 2.598 -0.652 -3.205 -0.001
H 1.170 -0.817 -2.590 0.000
C -1.110 -1.340 3.629 -0.003
C -2.561 -0.940 3.523 -0.017
C -3.411 -1.699 4.527 0.002
O -4.644 -1.011 4.704 -0.001
C -5.647 -1.815 5.289 0.000
N -2.695 0.544 3.755 0.065
H -0.980 -2.422 3.524 0.000
H -0.644 -1.125 4.598 0.001
H -0.511 -0.880 2.842 0.002
H -2.896 -1.129 2.501 0.002
H -2.914 -1.724 5.506 0.000
H -3.573 -2.721 4.172 0.001
H -6.405 -1.175 5.748 0.000
H -5.272 -2.474 6.076 0.000
H -6.200 -2.403 4.549 0.000
H -3.642 0.664 4.139 -0.004
H -2.221 0.737 4.649 0.003
C 2.145 2.452 2.536 -0.003
C 1.524 1.396 3.441 0.001
C 2.484 1.028 4.567 0.002
O 1.809 0.201 5.475 0.001
C 2.425 0.030 6.717 0.000
N 0.241 1.900 4.022 0.049
H 1.379 3.062 2.055 0.004
H 2.751 2.009 1.740 0.000
H 2.805 3.149 3.064 -0.001
H 1.236 0.582 2.771 -0.006
H 2.733 2.001 5.019 0.000
H 3.371 0.536 4.146 0.001
H 2.505 0.999 7.231 0.000
H 3.448 -0.358 6.653 0.000
H 1.796 -0.644 7.288 0.000
H 0.506 2.599 4.716 -0.002
H -0.092 1.103 4.563 -0.009
C -2.441 5.858 0.159 0.005
C -2.620 4.641 1.062 0.004
C -3.573 3.644 0.439 0.006
O -3.741 2.515 1.254 0.020
C -4.462 1.454 0.661 -0.001
N -1.284 3.981 1.284 0.054
H -3.357 6.414 -0.046 -0.001
H -2.044 5.509 -0.802 0.000
H -1.730 6.570 0.576 0.000
H -2.940 4.937 2.065 -0.003
H -3.179 3.353 -0.550 0.000
H -4.535 4.146 0.277 0.000
H -5.184 1.823 -0.076 0.001
H -5.001 0.930 1.446 0.004
H -3.789 0.769 0.133 -0.003
H -0.561 4.702 1.331 0.003
H -1.007 3.603 0.369 -0.011
C -2.669 -4.582 0.828 0.017
C -3.356 -4.488 -0.537 0.032
C -4.694 -3.776 -0.486 0.076
O -4.535 -2.482 0.078 0.081
C -5.779 -1.870 0.303 0.007
N -2.506 -3.889 -1.595 0.010
H -1.657 -4.977 0.691 0.005
H -3.208 -5.229 1.518 0.001
H -2.502 -3.572 1.212 -0.004
H -3.592 -5.500 -0.893 0.005
H -5.315 -4.367 0.202 0.024
H -5.128 -3.736 -1.489 0.180
H -6.323 -1.692 -0.637 -0.007
H -5.637 -0.915 0.808 0.005
H -6.431 -2.490 0.932 -0.005
H -1.562 -4.227 -1.468 -0.001
H -2.570 -2.885 -1.517 -0.008
C 0.024 3.503 -2.752 0.002
C 1.405 3.224 -2.151 0.002
C 2.327 4.335 -2.529 -0.001
O 3.631 3.968 -2.181 0.000
C 4.627 4.641 -2.906 0.000
N 1.239 3.260 -0.685 0.000
H -0.010 3.333 -3.826 0.000
H -0.313 4.513 -2.506 0.000
H -0.736 2.857 -2.287 -0.001
H 1.812 2.261 -2.470 -0.001
H 2.043 5.272 -2.038 0.000
H 2.263 4.495 -3.615 0.000
H 5.577 4.415 -2.425 0.000
H 4.502 5.729 -2.855 0.000
H 4.636 4.302 -3.945 0.000
H 0.625 2.505 -0.387 -0.002
H 2.133 3.114 -0.228 0.000
C 1.854 -3.345 1.920 0.000
C 2.952 -2.928 2.886 0.000
C 3.774 -1.825 2.263 0.000
O 4.892 -1.455 3.037 0.000
C 5.627 -0.448 2.368 0.000
N 2.349 -2.459 4.180 0.000
H 1.035 -3.844 2.439 0.000
H 2.227 -3.998 1.128 0.000
H 1.382 -2.492 1.411 0.000
H 3.552 -3.797 3.161 0.000
H 3.102 -0.943 2.146 0.000
H 4.046 -2.039 1.216 0.000
H 4.982 0.418 2.184 0.000
H 6.202 -0.796 1.511 0.000
H 6.379 -0.103 3.087 0.000
H 3.155 -2.404 4.806 0.000
H 2.124 -1.473 4.067 0.000
C 4.393 -0.170 -0.967 -0.001
C 5.097 0.991 -1.676 0.000
C 6.588 0.884 -1.713 0.000
O 7.079 0.917 -0.368 0.000
C 8.478 0.885 -0.310 0.000
N 4.614 0.981 -3.074 0.000
H 3.307 -0.075 -0.968 0.002
H 4.712 -0.264 0.075 -0.001
H 4.705 -1.139 -1.374 0.000
H 4.807 1.897 -1.140 0.000
H 7.040 1.727 -2.248 0.000
H 6.891 -0.062 -2.188 0.000
H 8.921 0.141 -0.986 0.000
H 8.755 0.638 0.713 0.000
H 8.925 1.847 -0.600 0.000
H 4.590 0.021 -3.394 0.000
H 3.701 1.389 -3.177 0.000
```

Output
**Orbital gap (spin up / spin down)**: 6.3 / 2.9 eV
**Charge**: +1
**Energy above the lowest of the compared OMol25 structures with the same formula, charge and spin**: 423.00 kcal per mole
**Spin multiplicity**: 3



2.
C3H10N2Si | ωB97M-V/def2-TZVPD

```
16
Properties=species:S:1:pos:R:3:mulliken_spin:R:1
C -2.312 -0.842 -0.530 1.005
C -1.189 -0.146 -0.357 0.693
C -0.524 -1.369 2.414 -0.001
N 1.254 2.877 -2.042 0.000
N 1.526 -0.952 -0.275 0.130
Si 0.180 -0.970 0.683 0.054
H -2.993 -0.700 -1.262 0.036
H -2.375 -1.862 0.095 0.014
H -0.982 0.844 -0.834 0.059
H -1.069 -2.255 2.471 -0.001
H 0.350 -1.357 3.202 0.000
H -1.227 -0.598 2.711 0.013
H 0.943 3.355 -2.868 0.000
H 2.023 2.272 -2.329 0.000
H 0.477 2.197 -1.838 0.001
H 2.474 -1.138 0.102 -0.001
```

Output
**Orbital gap (spin up / spin down)**: 6.3 / 6.4 eV
**Energy above the lowest of the compared OMol25 structures with the same formula, charge and spin**: 55.58 kcal per mole
**Spin multiplicity**: 3



3.
C11H13NO4S | ωB97M-V/def2-TZVPD

```
30
Properties=species:S:1:pos:R:3:lowdin_charge:R:1
C 4.147 1.668 -1.073 -0.081
O 4.176 0.286 -0.801 -0.078
C 3.043 -0.310 -0.348 -0.268
C 3.134 -1.679 -0.088 -0.017
C 2.033 -2.365 0.378 -0.083
C 0.832 -1.711 0.588 -0.045
C 0.736 -0.348 0.327 -0.206
N -0.501 0.272 0.544 0.127
C -0.808 1.592 0.512 -0.539
O -0.030 2.497 0.307 0.073
C -2.287 1.857 0.773 -0.358
S -3.310 1.421 -0.688 0.926
C -4.353 0.039 -0.065 -0.361
C -3.742 -1.270 -0.481 -0.603
O -4.034 -1.897 -1.457 0.123
O -2.778 -1.674 0.372 0.064
C 1.840 0.355 -0.141 0.053
H 3.431 1.906 -1.866 0.098
H 3.903 2.248 -0.179 0.099
H 5.152 1.922 -1.407 0.092
H 4.076 -2.175 -0.256 0.114
H 2.108 -3.423 0.582 0.105
H -0.025 -2.250 0.966 0.098
H -1.255 -0.372 0.751 0.103
H -2.652 1.298 1.631 0.084
H -2.425 2.926 0.935 0.080
H -5.320 0.158 -0.550 0.086
H -4.445 0.122 1.015 0.086
H -2.385 -2.503 0.052 0.135
H 1.739 1.409 -0.330 0.092
```

Output
**Orbital gap**: 8.7 eV
**Structure (SMILES)**: COc1cccc(NC(=O)CSCC(=O)O)c1



4.
CH8N3OSi | ωB97M-V/def2-TZVPD

```
14
Properties=species:S:1:pos:R:3:lowdin_charge:R:1
C -0.216 -0.655 1.041 -0.523
N -0.054 -1.482 1.984 0.255
N -0.721 -0.905 -0.172 0.079
N -0.821 0.234 -1.018 -0.058
O -0.178 0.628 1.257 -0.066
Si -0.016 1.566 -0.178 0.694
H -0.092 -2.488 1.831 0.162
H 0.418 -1.042 2.849 0.212
H -0.528 -1.798 -0.547 0.159
H 1.414 0.369 -2.660 0.082
H -1.037 -0.031 -1.882 0.039
H 1.409 0.944 -2.127 -0.010
H 1.356 1.798 -0.301 -0.048
H -0.934 2.860 -0.078 0.024
```

Output
**Orbital gap**: 10.1 eV
**Charge**: +1
**Energy above the lowest of the compared OMol25 structures with the same formula, charge and spin**: 48.64 kcal per mole



Repeat the second record exactly.
C3H10N2Si | ωB97M-V/def2-TZVPD

```
16
Properties=species:S:1:pos:R:3:mulliken_spin:R:1
C -2.312 -0.842 -0.530 1.005
C -1.189 -0.146 -0.357 0.693
C -0.524 -1.369 2.414 -0.001
N 1.254 2.877 -2.042 0.000
N 1.526 -0.952 -0.275 0.130
Si 0.180 -0.970 0.683 0.054
H -2.993 -0.700 -1.262 0.036
H -2.375 -1.862 0.095 0.014
H -0.982 0.844 -0.834 0.059
H -1.069 -2.255 2.471 -0.001
H 0.350 -1.357 3.202 0.000
H -1.227 -0.598 2.711 0.013
H 0.943 3.355 -2.868 0.000
H 2.023 2.272 -2.329 0.000
H 0.477 2.197 -1.838 0.001
H 2.474 -1.138 0.102 -0.001
```

Output
**Orbital gap (spin up / spin down)**: 6.3 / 6.4 eV
**Energy above the lowest of the compared OMol25 structures with the same formula, charge and spin**: 55.58 kcal per mole
**Spin multiplicity**: 3